[1]
Density functional theory data (the ωB97M-V functional and the def2-TZVPD basis) for C20H21N3O2 in the gas phase.

Each atom is followed by the atoms it is bonded to, with distances in Å.
Positions of all 46 atoms, in Å:
1 C 2.3672 3.3835 -0.2233  C2 1.513, H26 1.088, H27 1.086, H28 1.087
2 C 1.4509 2.2241 -0.5460  C1 1.513, O3 1.219, N4 1.348
3 O 1.5839 1.5430 -1.5484  C2 1.219
4 N 0.4911 2.0222 0.3793  C2 1.348, C5 1.460, H29 1.007
5 C -0.5339 0.9833 0.3623  N4 1.460, C6 1.539, C16 1.542, H30 1.094
6 C -1.3590 0.9917 -0.9366  C5 1.539, C7 1.492, H31 1.089, H32 1.093
7 C -2.4162 -0.0582 -0.8560  C6 1.492, C8 1.364, C15 1.429
8 C -2.3445 -1.3381 -1.3217  C7 1.364, N9 1.368, H33 1.073
9 N -3.4886 -2.0189 -1.0083  C8 1.368, C10 1.364, H34 1.005
10 C -4.3231 -1.1908 -0.3165  N9 1.364, C11 1.389, C15 1.416
11 C -5.5862 -1.4176 0.2148  C10 1.389, C12 1.378, H35 1.080
12 C -6.2006 -0.3721 0.8690  C11 1.378, C13 1.398, H36 1.080
13 C -5.5781 0.8733 0.9924  C12 1.398, C14 1.376, H37 1.080
14 C -4.3272 1.1044 0.4673  C13 1.376, C15 1.395, H38 1.080
15 C -3.6788 0.0646 -0.1988  C7 1.429, C10 1.416, C14 1.395
16 C 0.0841 -0.4034 0.6323  C5 1.542, O17 1.215, N18 1.341
17 O -0.1610 -1.0152 1.6532  C16 1.215
18 N 0.8822 -0.8478 -0.3499  C16 1.341, C19 1.450, H39 1.018
19 C 1.7406 -2.0032 -0.1772  N18 1.450, C20 1.507, H40 1.094, H41 1.094
20 C 3.1537 -1.5476 0.0805  C19 1.507, C21 1.390, C25 1.387
21 C 3.4502 -0.8902 1.2689  C20 1.390, C22 1.382, H42 1.081
22 C 4.7232 -0.4040 1.5016  C21 1.382, C23 1.385, H43 1.081
23 C 5.7143 -0.5699 0.5479  C22 1.385, C24 1.384, H44 1.080
24 C 5.4259 -1.2231 -0.6374  C23 1.384, C25 1.384, H45 1.080
25 C 4.1495 -1.7056 -0.8719  C20 1.387, C24 1.384, H46 1.081
26 H 2.9656 3.1395 0.6526  C1 1.088
27 H 3.0310 3.5572 -1.0649  C1 1.086
28 H 1.7944 4.2852 -0.0199  C1 1.087
29 H 0.5092 2.6100 1.1972  N4 1.007
30 H -1.2057 1.1835 1.2027  C5 1.094
31 H -0.7094 0.8119 -1.7923  C6 1.089
32 H -1.8152 1.9778 -1.0521  C6 1.093
33 H -1.5523 -1.8155 -1.8658  C8 1.073
34 H -3.6702 -2.9837 -1.2250  N9 1.005
35 H -6.0668 -2.3803 0.1187  C11 1.080
36 H -7.1825 -0.5136 1.2959  C12 1.080
37 H -6.0959 1.6660 1.5127  C13 1.080
38 H -3.8571 2.0721 0.5665  C14 1.080
39 H 1.1435 -0.1935 -1.0844  N18 1.018
40 H 1.3509 -2.5653 0.6761  C19 1.094
41 H 1.6917 -2.6228 -1.0773  C19 1.094
42 H 2.6732 -0.7649 2.0094  C21 1.081
43 H 4.9453 0.1037 2.4292  C22 1.081
44 H 6.7092 -0.1901 0.7291  C23 1.080
45 H 6.1953 -1.3528 -1.3843  C24 1.080
46 H 3.9264 -2.2089 -1.8017  C25 1.081

Calculated values
* Kohn-Sham gap: 8.5 eV
* energy relative to the best compared isomer or geometry (same formula, charge and spin): 0.292 eV
* SMILES: CC(=O)N[C@@H](Cc1c[nH]c2ccccc12)C(=O)NCc1ccccc1
* net charge: 0

[2]
Density functional theory data (the ωB97M-V functional and the def2-TZVPD basis) for C24H28N6O3S3 in the gas phase.

Each atom is followed by the atoms it is bonded to, with distances in Å.
Positions of all 64 atoms, in Å:
1 C -1.6187 -3.2082 5.1152  C2 1.499, H37 1.090, H38 1.087, H39 1.089
2 C -0.8693 -2.0900 4.4564  C1 1.499, C3 1.386, C36 1.390
3 C -1.3753 -0.8001 4.4175  C2 1.386, C4 1.383, H40 1.080
4 C -0.6710 0.2199 3.8051  C3 1.383, C5 1.390, H41 1.077
5 C 0.5604 -0.0328 3.2130  C4 1.390, N6 1.399, C34 1.403
6 N 1.2902 0.9708 2.5660  C5 1.399, C7 1.339, H42 1.015
7 C 0.8940 2.2191 2.2871  N6 1.339, N8 1.300, S33 1.773
8 N -0.2033 2.8103 2.6556  C7 1.300, N9 1.324
9 N -0.3272 4.0497 2.2074  N8 1.324, C10 1.285
10 C 0.6582 4.4551 1.4889  N9 1.285, S11 1.745, S33 1.766
11 S 0.6766 5.9855 0.6502  C10 1.745, C12 1.846
12 C -0.9707 5.8938 -0.1769  S11 1.846, C13 1.514, H43 1.088, H44 1.088
13 C -1.0470 4.5161 -0.8009  C12 1.514, O14 1.207, N15 1.372
14 O -0.4445 4.2183 -1.8033  C13 1.207
15 N -1.8104 3.6348 -0.0782  C13 1.372, C16 1.395, H45 1.012
16 C -1.6181 2.2549 -0.0031  N15 1.395, C17 1.396, C32 1.392
17 C -2.5085 1.4944 0.7575  C16 1.396, C18 1.381, H46 1.080
18 C -2.2868 0.1475 0.9695  C17 1.381, C19 1.387, H47 1.078
19 C -1.1521 -0.4631 0.4562  C18 1.387, C20 1.380, H48 1.078
20 C -0.2834 0.2984 -0.2990  C19 1.380, S21 1.782, C32 1.378
21 S 1.2919 -0.3705 -0.7969  C20 1.782, O22 1.440, O23 1.433, N24 1.672
22 O 2.2998 0.3081 -0.0237  S21 1.440
23 O 1.2687 -1.8010 -0.7214  S21 1.433
24 N 1.5077 0.1653 -2.3663  S21 1.672, C25 1.390, H49 1.011
25 C 1.0897 -0.5799 -3.4623  N24 1.390, N26 1.262, C31 1.505
26 N 1.8627 -0.6274 -4.4589  C25 1.262, C27 1.439
27 C 1.4976 -1.3556 -5.6457  N26 1.439, C28 1.533, H50 1.094, H51 1.098
28 C 1.3432 -2.8623 -5.4084  C27 1.533, C29 1.527, H52 1.092, H53 1.092
29 C -0.0042 -3.2557 -4.8065  C28 1.527, C30 1.527, H54 1.093, H55 1.094
30 C -0.2319 -2.7245 -3.3929  C29 1.527, C31 1.532, H56 1.091, H57 1.093
31 C -0.2780 -1.1944 -3.3297  C25 1.505, C30 1.532, H58 1.090, H59 1.095
32 C -0.5019 1.6346 -0.5578  C16 1.392, C20 1.378, H60 1.077
33 S 1.9377 3.2534 1.2943  C7 1.773, C10 1.766
34 C 1.1072 -1.3243 3.2638  C5 1.403, C35 1.499, C36 1.385
35 C 2.4503 -1.6326 2.6729  C34 1.499, H61 1.087, H62 1.090, H63 1.090
36 C 0.3739 -2.3241 3.8800  C2 1.390, C34 1.385, H64 1.081
37 H -1.1046 -3.5229 6.0231  C1 1.090
38 H -2.6256 -2.8974 5.3818  C1 1.087
39 H -1.6803 -4.0705 4.4534  C1 1.089
40 H -2.3316 -0.5830 4.8707  C3 1.080
41 H -1.0700 1.2193 3.7756  C4 1.077
42 H 2.0768 0.6453 2.0140  N6 1.015
43 H -1.7460 6.0938 0.5590  C12 1.088
44 H -0.9338 6.6709 -0.9374  C12 1.088
45 H -2.3595 4.0116 0.6834  N15 1.012
46 H -3.3640 1.9769 1.2055  C17 1.080
47 H -2.9801 -0.4240 1.5657  C18 1.078
48 H -0.9251 -1.5004 0.6400  C19 1.078
49 H 2.4027 0.6139 -2.5074  N24 1.011
50 H 2.3090 -1.1824 -6.3585  C27 1.094
51 H 0.5708 -0.9570 -6.0794  C27 1.098
52 H 2.1501 -3.1930 -4.7517  C28 1.092
53 H 1.4579 -3.3729 -6.3672  C28 1.092
54 H -0.0691 -4.3463 -4.7817  C29 1.093
55 H -0.8051 -2.8944 -5.4583  C29 1.094
56 H 0.5508 -3.0801 -2.7207  C30 1.091
57 H -1.1855 -3.1119 -3.0264  C30 1.093
58 H -0.7233 -0.8739 -2.3877  C31 1.090
59 H -0.8989 -0.8173 -4.1494  C31 1.095
60 H 0.2089 2.1835 -1.1528  C32 1.077
61 H 2.7303 -2.6585 2.8971  C35 1.087
62 H 3.2169 -0.9732 3.0798  C35 1.090
63 H 2.4354 -1.5167 1.5891  C35 1.090
64 H 0.7855 -3.3230 3.9158  C36 1.081

Calculated values
* Kohn-Sham gap: 8.2 eV
* energy relative to the best compared isomer or geometry (same formula, charge and spin): 0.224 eV
* SMILES: Cc1ccc(Nc2nnc(SCC(=O)Nc3cccc(S(=O)(=O)NC4=NCCCCC4)c3)s2)c(C)c1
* net charge: 0

[3]
Density functional theory data (the ωB97M-V functional and the def2-TZVPD basis) for C5H7N3 in the gas phase.

Each atom is followed by the atoms it is bonded to, with distances in Å.
Positions of all 15 atoms, in Å:
1 N 0.5885 2.6947 -0.6244  N2 1.427, H9 1.098, H10 1.083
2 N 0.2557 1.3141 -0.4797  N1 1.427, C3 1.385, C6 1.430
3 C -0.9822 0.8786 -0.0369  N2 1.385, C4 1.362, H11 1.022
4 C -0.8651 -0.4432 0.2698  C3 1.362, C5 1.372, C8 1.607
5 C 0.4473 -0.7727 0.0424  C4 1.372, C6 1.357, N7 1.385
6 C 1.2231 0.2682 -0.3540  N2 1.430, C5 1.357, H12 1.107
7 N 0.2463 -2.1409 0.1202  C5 1.385, C8 1.518, H13 1.053
8 C -1.2133 -1.9931 0.5104  C4 1.607, N7 1.518, H14 1.187, H15 1.069
9 H 1.0045 2.8209 0.3844  N1 1.098
10 H 1.3350 2.7059 -1.4088  N1 1.083
11 H -1.7004 1.6046 -0.0731  C3 1.022
12 H 2.2480 0.6368 -0.5492  C6 1.107
13 H 0.8691 -2.6383 0.8078  N7 1.053
14 H -1.4771 -2.5593 1.5198  C8 1.187
15 H -1.9794 -2.3763 -0.1289  C8 1.069

Calculated values
* Kohn-Sham gap: 8.6 eV
* energy relative to the best compared isomer or geometry (same formula, charge and spin): 5.207 eV
* SMILES: Nn1cc2c(c1)NC2
* net charge: 0

[4]
Density functional theory data (the ωB97M-V functional and the def2-TZVPD basis) for 2 unconnected molecules or ions with the total composition C5H13NO.

Each atom is followed by the atoms it is bonded to, with distances in Å.
Positions of all 20 atoms, in Å:
1 C 1.9201 0.0189 -0.5449  C2 1.537, H7 1.092, H8 1.095, H9 1.089
2 C 0.6727 0.1642 0.3416  C1 1.537, C3 1.498, H10 1.055, H11 1.101
3 C -0.2054 -1.0382 0.1774  C2 1.498, C4 1.334, H12 1.064
4 C -1.2024 -1.3440 1.0099  C3 1.334, C5 1.493, N6 1.400
5 C -1.9804 -2.6119 0.8865  C4 1.493, H13 1.093, H14 1.081, H15 1.088
6 N -1.5552 -0.5266 2.0898  C4 1.400, H16 1.014, H17 1.010
7 H 1.7691 0.5557 -1.4843  C1 1.092
8 H 2.8640 0.3387 -0.0911  C1 1.095
9 H 2.1509 -1.0098 -0.8194  C1 1.089
10 H 0.2725 1.1188 0.1363  C2 1.055
11 H 0.9894 0.3334 1.3822  C2 1.101
12 H -0.1538 -1.5360 -0.7615  C3 1.064
13 H -1.3649 -3.4916 1.0915  C5 1.093
14 H -2.7591 -2.7248 1.6274  C5 1.081
15 H -2.3176 -2.7575 -0.1377  C5 1.088
16 H -1.5777 -0.9952 2.9884  N6 1.014
17 H -0.9448 0.2684 2.2173  N6 1.010
18 O 0.8594 5.3074 -3.1948  H19 0.961, H20 0.968
19 H 0.7831 4.7641 -3.9833  O18 0.961
20 H 1.7802 5.1660 -2.9312  O18 0.968

Calculated values
* Kohn-Sham gap: 8.9 eV
* energy relative to the best compared isomer or geometry (same formula, charge and spin): 1.358 eV
* SMILES: CC/C=C(/C)N.O
* net charge: 0

[5]
Density functional theory data (the ωB97M-V functional and the def2-TZVPD basis) for C16H19NO4 in the gas phase.

Each atom is followed by the atoms it is bonded to, with distances in Å.
Positions of all 40 atoms, in Å:
1 C -3.6343 4.7526 3.7941  O2 1.406, H22 1.095, H23 1.095, H24 1.089
2 O -2.5579 3.8772 4.0218  C1 1.406, C3 1.365
3 C -2.0552 3.1600 2.9744  O2 1.365, C4 1.402, C21 1.388
4 C -2.5456 3.2387 1.6628  C3 1.402, C5 1.382, H25 1.078
5 C -1.9967 2.4876 0.6408  C4 1.382, C6 1.383, H26 1.078
6 C -0.9415 1.6498 0.9526  C5 1.383, O7 1.353, C20 1.409
7 O -0.2570 0.8308 0.1211  C6 1.353, C8 1.374
8 C 0.6936 0.2055 0.8912  O7 1.374, C9 1.472, C18 1.369
9 C 1.5914 -0.7635 0.2408  C8 1.472, O10 1.220, N11 1.353
10 O 2.4528 -1.3822 0.8440  C9 1.220
11 N 1.3965 -0.8740 -1.0936  C9 1.353, C12 1.439, H27 1.009
12 C 2.0714 -1.8642 -1.8895  N11 1.439, C13 1.539, H28 1.095, H29 1.092
13 C 1.0759 -2.9216 -2.3979  C12 1.539, C14 1.534, O17 1.425, H30 1.097
14 C 1.7442 -3.9531 -3.3151  C13 1.534, C15 1.528, H31 1.090, H32 1.087
15 C 1.4938 -3.3675 -4.7035  C14 1.528, C16 1.527, H33 1.090, H34 1.087
16 C 0.1228 -2.7222 -4.5150  C15 1.527, O17 1.417, H35 1.099, H36 1.093
17 O 0.0670 -2.2783 -3.1710  C13 1.425, C16 1.417
18 C 0.6345 0.6047 2.1989  C8 1.369, C19 1.484, C20 1.433
19 C 1.4868 0.1624 3.3303  C18 1.484, H37 1.089, H38 1.089, H39 1.085
20 C -0.4350 1.5569 2.2640  C6 1.409, C18 1.433, C21 1.389
21 C -0.9958 2.3174 3.2820  C3 1.388, C20 1.389, H40 1.077
22 H -3.3702 5.5423 3.0829  C1 1.095
23 H -4.5205 4.2193 3.4345  C1 1.095
24 H -3.8552 5.2018 4.7613  C1 1.089
25 H -3.3688 3.8949 1.4305  C4 1.078
26 H -2.3790 2.5528 -0.3651  C5 1.078
27 H 0.5926 -0.4313 -1.5129  N11 1.009
28 H 2.5546 -1.3768 -2.7426  C12 1.095
29 H 2.8267 -2.3291 -1.2519  C12 1.092
30 H 0.5933 -3.3881 -1.5298  C13 1.097
31 H 1.2478 -4.9190 -3.2187  C14 1.090
32 H 2.8000 -4.0746 -3.0862  C14 1.087
33 H 2.2419 -2.6103 -4.9396  C15 1.090
34 H 1.4917 -4.1185 -5.4895  C15 1.087
35 H -0.6772 -3.4566 -4.6863  C16 1.099
36 H -0.0465 -1.8617 -5.1667  C16 1.093
37 H 2.0117 1.0163 3.7567  C19 1.089
38 H 0.8687 -0.2766 4.1125  C19 1.089
39 H 2.2081 -0.5705 2.9830  C19 1.085
40 H -0.6312 2.2688 4.2947  C21 1.077

Calculated values
* Kohn-Sham gap: 8.9 eV
* energy relative to the best compared isomer or geometry (same formula, charge and spin): 1.766 eV
* SMILES: COc1ccc2oc(C(=O)NC[C@@H]3CCCO3)c(C)c2c1
* net charge: 0

Strongest force on any atom for every record listed, in sequence, given in eV/Å: 0.59, 1.58, 3.74, 1.94, 1.32.